[1]
80
Properties=species:S:1:pos:R:3:lowdin_charge:R:1 method="wB97M-V/def2-TZVPD" homo_ev=-3.65 charge=-1 homo_lumo_gap_ev=5.398
C -3.32152 3.30128 -1.55666 0.058
C -3.46923 2.38062 -0.75816 -0.196
N -3.38858 1.13353 -0.06096 0.002
C -2.31990 1.13458 1.00982 -0.229
C -1.46152 -0.19942 0.87836 -0.153
C 0.06919 -0.05123 1.26245 -0.188
C 0.82638 -1.47752 1.17200 -0.161
C 2.39116 -1.11203 0.99985 -0.214
N 2.93930 -1.58537 -0.32886 -0.027
C 2.39522 -0.74203 -1.42603 -0.444
C 1.44740 -1.48931 -2.46839 -0.020
O 2.66845 0.44337 -1.55062 0.055
C -1.47283 2.47646 1.09386 -0.633
O -0.54278 2.80966 0.31544 -0.087
O -1.82839 3.34456 2.06792 -0.195
H -3.02477 4.07785 -2.30955 0.038
H -3.24264 0.38236 -0.73989 0.098
H -2.89010 1.05836 1.99551 0.132
H -1.90626 -0.94846 1.62228 0.062
H -1.51841 -0.70852 -0.13497 0.110
H 0.23923 0.37398 2.29441 0.131
H 0.55063 0.57486 0.43806 0.097
H 0.53523 -2.01457 0.20767 0.098
H 0.65186 -2.12605 2.07707 0.098
H 2.51910 0.01900 0.99837 0.108
H 2.97339 -1.61712 1.83648 0.110
H 3.94032 -1.31537 -0.30654 0.106
H 0.44988 -0.94850 -2.50996 0.091
H 1.28931 -2.55150 -2.08785 0.074
H 1.93387 -1.50066 -3.49250 0.080
C 5.78988 4.29240 -2.98171 -0.268
S 6.59638 2.68706 -2.81890 0.805
O 7.68263 2.62303 -3.84264 -0.578
C 5.20847 1.72058 -3.43570 -0.276
H 6.49620 5.06570 -2.68003 0.049
H 5.49406 4.45740 -4.01950 0.054
H 4.91539 4.33010 -2.33083 0.043
H 4.94427 2.04330 -4.44430 0.057
H 4.35735 1.84522 -2.76409 0.034
H 5.49994 0.67043 -3.45719 0.048
C -4.83243 -3.04820 3.45077 -0.273
S -3.07283 -3.44362 3.48558 0.832
O -2.37267 -2.43774 2.63622 -0.551
C -3.19835 -4.96508 2.52729 -0.267
H -4.98182 -2.09963 3.96709 0.050
H -5.17314 -2.95625 2.41810 0.058
H -5.39279 -3.83158 3.96410 0.046
H -3.64036 -4.75609 1.55133 0.061
H -3.80976 -5.68847 3.07012 0.051
H -2.19462 -5.36943 2.39180 0.001
C 4.03324 7.29708 1.36096 -0.280
S 4.83912 5.69204 1.52491 0.799
O 5.92733 5.62863 0.50056 -0.579
C 3.45294 4.71944 0.90356 -0.258
H 4.74112 8.06950 1.66301 0.043
H 3.73798 7.46129 0.32331 0.056
H 3.15814 7.33420 2.01157 0.054
H 3.19333 5.04289 -0.10552 0.057
H 2.59563 4.83780 1.56809 0.065
H 3.74972 3.67091 0.88275 0.051
C -7.00296 2.81997 -2.57241 -0.276
S -6.89295 1.15558 -3.25663 0.789
O -5.54571 0.62108 -2.91853 -0.551
C -6.85327 1.66345 -4.98839 -0.283
H -7.00148 2.74489 -1.48505 0.053
H -6.14589 3.41277 -2.89513 0.046
H -7.93228 3.28926 -2.90196 0.045
H -6.00548 2.32824 -5.16214 0.056
H -7.78672 2.16923 -5.24158 0.045
H -6.74724 0.77168 -5.60628 0.043
C 2.09459 -6.55766 3.44884 -0.267
S 1.01848 -6.95658 2.05863 0.828
O -0.27851 -6.25875 2.28364 -0.556
C 0.78051 -8.69145 2.49312 -0.275
H 2.34037 -5.49677 3.39888 0.052
H 1.58186 -6.76738 4.38914 0.058
H 3.01181 -7.14491 3.38081 0.052
H 0.34897 -8.76980 3.49243 0.056
H 1.73908 -9.21134 2.45498 0.050
H 0.09944 -9.13726 1.76830 0.048


[2]
11
Properties=species:S:1:pos:R:3:nbo_charge:R:1 method="wB97M-V/def2-TZVPD" homo_ev=-9.13 de_lowest_kcal_mol=92.7 homo_lumo_gap_ev=9.051
C -1.31070 -0.45919 0.10407 -0.614
C 0.56072 0.54952 1.02398 0.123
C 1.52742 0.00181 0.00771 -0.259
O 0.69075 0.23969 -1.13374 -0.538
C -0.30573 0.67158 -0.18812 -0.084
H -2.21419 -0.06261 0.57057 0.230
H -1.53997 -0.95751 -0.83971 0.238
H -0.88635 -1.20267 0.79039 0.223
H 1.85605 -1.04045 0.10371 0.225
H 2.41914 0.64981 0.02100 0.236
H -0.79714 1.61003 -0.45986 0.219


[3]
45
Properties=species:S:1:pos:R:3:nbo_charge:R:1 method="wB97M-V/def2-TZVPD" homo_ev=-7.66 de_lowest_kcal_mol=2.6 homo_lumo_gap_ev=7.924
Zn 0.37996 -0.34128 0.03212 1.699
I -5.08883 -0.40828 4.67014 0.122
C -3.19323 -0.52758 3.80082 -0.206
C -2.19888 0.35587 4.18317 -0.251
C -0.95547 0.28725 3.58023 -0.217
I 0.53116 1.64693 4.10637 0.144
C -0.64947 -0.65252 2.57396 0.296
O 0.50888 -0.66873 1.97086 -0.898
C -1.69239 -1.54538 2.21962 -0.072
C -1.43862 -2.48028 1.07722 -0.250
N -1.29225 -1.71810 -0.18369 -0.710
C -2.47936 -0.95862 -0.57021 -0.270
C -2.45663 0.45306 -0.01786 0.244
C -3.62985 1.13897 0.25598 -0.246
C -3.55284 2.43517 0.73310 -0.131
C -2.30650 3.01445 0.92216 -0.254
C -1.18466 2.26383 0.63012 0.072
N -1.26252 1.01408 0.16819 -0.583
C -2.93527 -1.47693 2.82484 -0.242
H -2.39086 1.10434 4.93996 0.233
H -2.25177 -3.20926 0.99565 0.185
H -0.49930 -3.01158 1.23316 0.227
H -1.00946 -2.32667 -0.94220 0.402
H -3.39759 -1.45084 -0.23172 0.201
H -2.52073 -0.90522 -1.65965 0.239
H -4.58433 0.64862 0.11701 0.227
H -4.45467 2.98551 0.96658 0.227
H -2.20056 4.01715 1.31004 0.233
H -0.18847 2.65487 0.79100 0.218
H -3.71408 -2.16842 2.52314 0.215
O 0.46557 -0.43465 -2.05035 -0.652
N 1.63306 -0.28284 -2.53770 0.155
N 2.54910 -0.16187 -1.65989 0.140
O 2.31894 -0.19773 -0.36696 -0.715
C 3.90302 0.02020 -2.09280 0.170
C 4.88257 0.15384 -1.12264 -0.241
C 6.20047 0.33186 -1.51825 -0.199
C 6.53119 0.37495 -2.86298 -0.212
C 5.53503 0.23841 -3.82165 -0.202
C 4.21506 0.06027 -3.44672 -0.242
H 4.60207 0.11625 -0.08122 0.253
H 6.97022 0.43666 -0.76538 0.218
H 7.56037 0.51397 -3.16611 0.216
H 5.78682 0.27080 -4.87340 0.217
H 3.43476 -0.04636 -4.18462 0.241


[4]
20
Properties=species:S:1:pos:R:3:nbo_charge:R:1 method="wB97M-V/def2-TZVPD" homo_ev=-8.52 de_lowest_kcal_mol=21.6 homo_lumo_gap_ev=9.207
C -0.98716 0.55273 -1.81506 -0.654
C -1.04033 -0.19544 -0.53529 0.045
N -2.09779 -1.04331 -0.37227 -0.501
C -1.89720 -1.69720 0.72712 0.171
N -0.72852 -1.45657 1.30504 -0.484
C -0.18659 -0.53480 0.50246 0.102
C 1.37015 0.13252 1.03595 -0.104
N 1.30304 1.30497 1.95006 -0.830
C 2.10678 0.32188 -0.24272 0.951
F 1.75279 -0.55514 -1.17592 -0.312
F 2.03721 1.55073 -0.67950 -0.317
F 3.37325 0.09719 0.07263 -0.327
H -0.10391 1.16354 -1.77987 0.238
H -0.85464 -0.10049 -2.69851 0.219
H -1.86388 1.20905 -2.03562 0.217
H -2.84474 -1.05464 -1.09927 0.426
H -2.73604 -2.35479 1.00947 0.187
H 1.79695 -0.64751 1.59850 0.227
H 0.42402 1.09700 2.60303 0.376
H 1.17661 2.21028 1.62977 0.370


Number 1: electronic energy -3491.15494 a.u.. Number 2: electronic energy -231.07606 a.u.. Number 3: electronic energy -3553.07813 a.u.. Number 4: electronic energy -697.26444 a.u..